(1)
A structure of composition C2H4NOS at a distorted geometry. Source: the OMol25 dataset; level of theory: ωB97M-V/def2-TZVPD.

Last column: Mulliken charge in e.
Positions of all 9 atoms, in Å:
C: 0.5228 -0.2606 0.3015  -0.2715
C: -0.8996 -0.6733 -0.0721  -0.4590
N: 0.7013 0.6944 -0.7756  -0.3120
O: 1.4023 2.5460 0.0671  -0.7947
S: -0.9769 0.8482 -1.0943  -0.0823
H: 0.5662 0.1875 1.3028  0.1827
H: 1.2803 -1.0571 0.2429  0.2470
H: -0.9579 -1.5626 -0.7010  0.2186
H: -1.6384 -0.7223 0.7287  0.2711

Properties
* lowest unoccupied orbital energy (spin up / spin down): 3.7 / 3.7 eV
* total energy: -606.60217 a.u.
* ΔE to the lowest compared entry with this formula, charge and spin: 354.05 kJ/mol
* highest occupied orbital energy (spin up / spin down): -0.1064 / -0.0878 Eh
* charge: -1
* frontier orbital gap (spin up / spin down): 6.546 / 6.050 eV



(2)
An isolated molecule of C11H16S at a distorted geometry. Source: the OMol25 dataset; level of theory: ωB97M-V/def2-TZVPD.

Last column: Mulliken charge in e.
Positions of all 28 atoms, in Å:
C: -2.1303 -2.2199 0.9098  -0.9864
S: -1.3531 -0.7250 0.8112  0.4971
C: -2.2416 0.1392 -0.7565  0.1649
C: -3.6844 -0.0943 -0.5324  -1.1775
C: -1.9307 1.6056 -0.7143  -1.0375
C: 0.4791 -0.4499 0.3860  0.2856
C: 1.3334 -0.1183 1.4233  -0.0015
C: 2.6216 0.1105 1.2400  -1.1595
C: 3.2072 -0.0047 -0.0800  0.8855
C: 4.6093 0.2423 -0.4720  -1.2343
C: 2.3847 -0.3391 -1.1199  -0.6571
C: 0.9867 -0.5106 -0.8919  -0.1498
H: -2.6050 -2.5422 0.0139  0.3271
H: -1.6655 -2.9558 1.6894  0.2494
H: -0.9471 -0.8840 2.1033  0.1139
H: -4.1547 -0.0623 -1.6017  0.3202
H: -4.1713 0.7658 -0.0954  0.2861
H: -3.9203 -1.0724 -0.2325  0.4262
H: -0.8415 1.6954 -0.2583  0.2549
H: -1.7640 1.8587 -1.8203  0.2593
H: -2.7920 2.1020 -0.2501  0.3609
H: 1.0071 0.0308 2.4969  0.1438
H: 3.3366 0.3491 2.0280  0.3496
H: 5.3182 -0.2336 0.3241  0.3167
H: 4.6638 -0.1611 -1.4466  0.3545
H: 4.8252 1.2919 -0.4840  0.2695
H: 2.7577 -0.5124 -2.0942  0.3066
H: 0.3348 -0.8187 -1.7995  0.2322

Properties
* lowest unoccupied orbital energy: 0.2 eV
* total energy: -826.65378 a.u.
* ΔE to the lowest compared entry with this formula, charge and spin: 735.16 kJ/mol
* highest occupied orbital energy: -0.2570 Eh
* charge: 0
* frontier orbital gap: 7.209 eV



(3)
A cluster of 2 separate species, C3H3NO in total at a distorted geometry. Source: the OMol25 dataset; level of theory: ωB97M-V/def2-TZVPD.

Last column: Mulliken charge in e.
Positions of all 8 atoms, in Å:
C: -0.7494 -0.0628 0.1036  -0.1341
C: -2.1768 -0.1169 0.0856  0.6796
C: 1.9105 0.0110 -0.1194  -1.0506
N: -1.4651 0.7610 0.8549  -0.2993
O: -3.1270 -0.6453 -0.2974  -0.3677
H: 1.6142 -0.1635 -1.0815  0.3643
H: 1.8902 -0.7822 0.5542  0.3974
H: 2.1034 0.9988 -0.1000  0.4103

Properties
* lowest unoccupied orbital energy (spin up / spin down): -0.2 / -1.7 eV
* total energy: -245.88206 a.u.
* ΔE to the lowest compared entry with this formula, charge and spin: 550.00 kJ/mol
* highest occupied orbital energy (spin up / spin down): -0.3480 / -0.3243 Eh
* charge: 0
* frontier orbital gap (spin up / spin down): 9.318 / 7.139 eV



(4)
A cluster of 12 separate species, C41H100F30N7O5P5 in total at a distorted geometry. Source: the OMol25 dataset; level of theory: ωB97M-V/def2-TZVPD.

Last column: Mulliken charge in e.
Positions of all 188 atoms, in Å:
C: 1.2839 3.7722 4.2010  -0.9519
C: 0.8003 5.1585 3.9844  0.5283
O: 0.2771 5.8311 4.8883  -0.4155
N: 0.9931 5.8443 2.6398  -0.0705
H: 1.0925 5.2150 1.8560  0.3367
H: 0.0559 6.2124 2.5609  0.3839
C: 1.9988 6.9945 2.8300  -0.8089
H: 2.2909 3.5441 3.8517  0.4568
H: 0.7870 2.9308 3.7181  0.0904
H: 1.3082 3.5680 5.2714  0.3980
H: 3.0081 6.6192 2.9992  0.3695
H: 1.6873 7.7619 3.5387  0.3336
H: 2.0131 7.4588 1.8440  0.3678
C: 1.8026 -4.6115 -1.9589  -0.6951
C: 3.1341 -5.3904 -2.1412  0.3756
O: 3.3847 -6.4360 -1.5507  -0.4298
N: 4.2768 -4.8193 -2.9382  -0.1244
H: 4.7748 -5.6924 -3.0365  0.3881
H: 4.1547 -4.5117 -3.8924  0.3751
C: 5.0706 -3.7776 -1.9830  -0.8489
H: 1.1001 -5.2859 -1.4692  0.3655
H: 1.2319 -4.5131 -2.8823  0.5670
H: 1.9032 -3.6189 -1.5199  -0.1362
H: 5.9634 -3.5501 -2.5653  0.3991
H: 5.1833 -4.0056 -0.9231  0.3332
H: 4.4808 -2.8615 -2.0129  0.3478
C: -3.2038 3.5872 -1.3245  -0.8327
C: -3.6885 2.5554 -0.3984  0.2875
O: -3.3975 1.3528 -0.4915  -0.0049
N: -4.5269 3.0908 0.8067  0.2038
H: -5.1605 3.7762 0.4209  0.4679
H: -5.0051 2.3121 1.2370  0.1123
C: -3.5427 3.6016 1.9166  -0.7496
H: -2.4944 4.3201 -0.9399  0.3083
H: -3.9801 3.9943 -1.9723  0.4305
H: -2.6610 3.0902 -2.1285  -0.0421
H: -4.1269 4.4605 2.2470  0.4573
H: -2.7456 4.1137 1.3777  0.2968
H: -3.2774 2.8973 2.7050  0.2470
C: 0.5980 2.0101 -7.4643  -0.8373
N: 1.2969 2.4302 -6.1787  0.2154
C: 2.7041 1.7817 -6.1773  -0.7781
C: 1.4011 3.9483 -6.0162  -0.6630
C: 0.4998 1.9345 -4.9723  -0.9890
C: 1.1169 2.0645 -3.6006  0.2451
O: 1.2654 3.4306 -3.2452  -0.6376
H: -0.2609 2.6670 -7.6016  0.3486
H: 0.3815 0.9422 -7.4327  0.3403
H: 1.3613 2.2191 -8.2138  0.4293
H: 2.5104 0.7106 -6.2346  0.3999
H: 3.3478 2.1164 -5.3639  0.2429
H: 3.1344 1.9676 -7.1614  0.3887
H: 1.6563 4.3993 -6.9752  0.3849
H: 2.0452 4.2392 -5.1864  0.2002
H: 0.4558 4.3990 -5.7138  0.3506
H: 0.4416 0.8483 -5.0425  0.2669
H: -0.5193 2.3036 -5.0870  0.5057
H: 2.1143 1.6441 -3.4722  0.3392
H: 0.5653 1.5901 -2.7890  -0.0406
H: 1.3418 3.5021 -2.2909  0.2359
C: -0.3255 -1.9122 1.8980  -0.7945
N: 0.0960 -0.5380 1.3323  0.8112
C: -1.3243 0.2288 1.2057  -1.1420
C: 1.0738 0.0484 2.3918  -0.5472
C: 0.9490 -0.6930 0.0228  0.4342
C: 0.1257 -0.9109 -1.2779  -0.4033
O: -0.5036 -2.1436 -1.4010  -0.4522
H: -1.2045 -2.2421 1.3441  0.3476
H: -0.5114 -1.7809 2.9639  0.2479
H: 0.5668 -2.4697 1.6134  0.2430
H: -1.6134 0.3026 2.2541  0.2862
H: -1.9577 -0.4134 0.5938  0.0917
H: -1.3949 1.1642 0.6506  0.4562
H: 1.9287 -0.6212 2.2984  0.1961
H: 0.7110 0.0585 3.4196  0.2362
H: 1.3949 1.0447 2.0877  0.2060
H: 1.7976 -1.3552 0.1950  -0.0264
H: 1.3362 0.3217 -0.0697  -0.1043
H: 0.7477 -0.7692 -2.1617  0.6794
H: -0.6912 -0.1919 -1.3389  -0.1529
H: -1.2055 -2.2000 -2.0535  0.3423
C: 10.5318 3.4695 -1.5958  -1.3436
C: 9.3048 4.1219 -2.1425  -0.6084
C: 8.0318 3.9578 -1.2815  -0.5404
C: 6.8434 4.5994 -1.9504  -1.2783
N: 5.6364 4.8442 -1.0431  0.9250
C: 4.4475 5.3252 -1.8524  -0.0674
C: 4.2300 6.8722 -1.5725  -0.6034
C: 5.5242 7.3324 -0.8679  -0.7596
C: 5.9523 6.0244 -0.1213  -0.4996
C: 5.1471 3.6206 -0.2039  -1.0416
C: 4.9640 2.3647 -1.0698  0.0179
C: 4.8444 1.0616 -0.1821  -1.1100
H: 10.4278 2.4406 -1.2516  0.3460
H: 10.8353 4.1743 -0.8217  0.3462
H: 11.3119 3.4685 -2.3570  0.3766
H: 9.0802 3.6927 -3.1189  0.3754
H: 9.4608 5.2004 -2.1670  0.3161
H: 8.1986 4.2486 -0.2443  0.5276
H: 7.8142 2.8900 -1.2574  0.2201
H: 6.4959 4.0217 -2.8069  0.5727
H: 7.0413 5.6233 -2.2674  0.6209
H: 3.4923 4.8391 -1.6542  -0.2256
H: 4.6857 5.4336 -2.9105  0.1607
H: 3.3386 7.0427 -0.9687  0.2247
H: 4.1894 7.5238 -2.4453  0.4246
H: 5.3788 8.2340 -0.2729  0.4350
H: 6.1636 7.6612 -1.6871  0.3161
H: 5.3671 5.9188 0.7922  0.3485
H: 7.0279 6.0639 0.0512  0.3504
H: 4.2635 3.9765 0.3260  0.6955
H: 6.0175 3.4151 0.4192  0.3596
H: 5.9424 2.1924 -1.5182  0.1219
H: 4.2054 2.4477 -1.8481  0.1711
H: 4.9140 0.2442 -0.8998  0.3471
H: 3.8649 1.1491 0.2881  0.0689
H: 5.6407 0.9854 0.5582  0.4041
C: -8.6295 -3.3625 2.2428  -0.8210
C: -8.9073 -4.7787 1.7480  -0.9749
C: -7.6223 -5.3035 1.0557  -0.4383
C: -6.3701 -5.5610 2.0854  -0.8908
N: -5.3244 -6.3781 1.4320  0.7715
C: -5.8130 -7.7672 1.1057  -0.8748
C: -4.8324 -8.7861 1.6353  -0.6256
C: -4.1700 -8.2274 2.8389  -0.8023
C: -4.1363 -6.6654 2.4276  -0.3047
C: -4.6860 -5.6344 0.1410  -1.9191
C: -4.0775 -4.2759 0.4617  1.9865
C: -3.8102 -3.5234 -0.8792  -1.2196
H: -8.7509 -2.6162 1.4578  0.2827
H: -7.6871 -3.2095 2.7688  0.0749
H: -9.4798 -3.1565 2.8929  0.4160
H: -9.7619 -4.8288 1.0733  0.4051
H: -9.3560 -5.4545 2.4761  0.4064
H: -7.3325 -4.5133 0.3631  0.1642
H: -7.9331 -6.1255 0.4108  0.5596
H: -6.6556 -6.1860 2.9315  0.7039
H: -5.8642 -4.7188 2.5575  0.2730
H: -5.9718 -7.8609 0.0314  0.3023
H: -6.8008 -7.8784 1.5529  0.5644
H: -4.0731 -8.9369 0.8680  0.3370
H: -5.3784 -9.7173 1.7864  0.4291
H: -3.1935 -8.7014 2.9378  0.3687
H: -4.6502 -8.4776 3.7848  0.3673
H: -3.2166 -6.4816 1.8722  0.3356
H: -4.0892 -6.0647 3.3359  0.0300
H: -5.5263 -5.5667 -0.5500  0.4719
H: -3.9312 -6.2401 -0.3605  0.5283
H: -3.1528 -4.4060 1.0238  -0.0945
H: -4.8020 -3.7619 1.0933  -0.6367
H: -3.4878 -4.3017 -1.5708  0.6352
H: -3.1584 -2.6537 -0.7958  -0.2735
H: -4.7175 -3.2173 -1.3999  0.4222
P: -2.5848 1.2982 6.0337  1.3599
F: -1.2504 0.3467 6.5089  -0.4150
F: -2.7801 0.4761 4.7047  -0.5084
F: -3.5733 0.1371 6.6730  -0.3180
F: -3.9691 2.0122 5.6074  -0.3215
F: -2.5885 1.9290 7.4456  -0.2752
F: -1.6624 2.2891 5.1770  -0.2918
P: -2.7809 -0.2567 -4.1168  1.1763
F: -3.7286 -0.6055 -2.8451  -0.3128
F: -3.3870 -1.3531 -5.1523  -0.3651
F: -3.8117 0.9618 -4.4697  -0.4038
F: -1.8756 0.3141 -5.3971  -0.3993
F: -1.9384 0.8144 -3.2707  -0.3433
F: -1.7744 -1.5299 -3.6909  -0.4251
P: 4.2357 -3.1614 1.8957  1.2379
F: 5.7728 -3.1430 1.3933  -0.3827
F: 4.3600 -4.7002 1.4653  -0.3514
F: 4.5009 -3.6273 3.4012  -0.3505
F: 2.6637 -3.3004 2.1852  -0.3498
F: 4.3809 -1.6316 2.3605  -0.3753
F: 3.7748 -2.6588 0.3764  -0.3373
P: -5.8391 -0.5415 2.4188  1.4789
F: -6.3536 -1.7948 1.4473  -0.2955
F: -7.3684 -0.1097 2.8725  -0.4363
F: -5.7835 -1.6807 3.5131  -0.3375
F: -5.2771 0.4654 3.5937  -0.4010
F: -4.2418 -0.9440 2.0961  -0.3760
F: -5.8281 0.6126 1.2573  -0.7336
P: -2.4963 -3.3032 4.7139  1.5746
F: -2.0850 -3.8988 3.3126  -0.3369
F: -2.6064 -4.7898 5.4764  -0.3451
F: -1.0157 -2.9271 5.2062  -0.3257
F: -3.2385 -2.6393 6.0740  -0.1387
F: -2.6682 -1.8880 4.0017  -0.3949
F: -4.1477 -3.3792 4.3255  -0.1557

Properties
* lowest unoccupied orbital energy (spin up / spin down): -8.4 / -10.3 eV
* total energy: -7084.02559 a.u.
* highest occupied orbital energy (spin up / spin down): -0.5350 / -0.5313 Eh
* 2S+1: 2
* charge: +3
* frontier orbital gap (spin up / spin down): 6.174 / 4.145 eV